This record from the OMol25 dataset describes 9 unconnected molecules or ions with the total composition C36H99N9O9 at a distorted geometry. The level of theory is the ωB97M-V functional and the def2-TZVPD basis.

```
153
C36H99N9O9, DFT the ωB97M-V functional and the def2-TZVPD basis
C -3.64565 1.54567 1.85973
C -4.11581 2.57748 0.82633
C -5.20838 2.00280 -0.14382
O -4.71369 0.87921 -0.94455
C -4.14945 1.23588 -2.20046
N -4.70664 3.79365 1.34529
H -3.38433 0.74196 1.19082
H -4.44314 1.26212 2.59411
H -2.77231 1.86770 2.41282
H -3.24423 2.92456 0.18481
H -5.45746 2.87645 -0.82234
H -6.01845 1.69222 0.43433
H -3.60025 2.24505 -2.09601
H -4.90697 1.30796 -2.98467
H -3.40790 0.52324 -2.41079
H -4.03427 4.48330 1.61249
H -5.21366 3.60834 2.17082
C 2.62498 0.82853 -3.60514
C 1.29221 0.10435 -3.85507
C 0.68808 0.45759 -5.21810
O 1.61621 0.31752 -6.31147
C 1.20880 0.92289 -7.58119
N 1.48350 -1.31842 -3.67262
H 3.37743 0.67256 -4.37046
H 3.02714 0.38418 -2.74290
H 2.56650 1.84939 -3.45923
H 0.57686 0.53096 -3.11521
H 0.22496 1.46058 -5.20129
H -0.13079 -0.19627 -5.38502
H 0.33418 0.38167 -7.96715
H 2.02812 0.60452 -8.18746
H 0.96811 1.96265 -7.62368
H 2.17480 -1.54651 -2.98146
H 1.53967 -1.79524 -4.53784
C 1.05202 -2.71666 -0.23658
C 2.44245 -2.05087 0.18925
C 3.11419 -2.90487 1.24196
O 4.17299 -2.12386 1.78947
C 4.82961 -2.56147 2.92862
N 3.28881 -1.70919 -0.96413
H 1.19214 -3.68562 -0.66987
H 0.45805 -2.25664 -1.02742
H 0.45202 -2.85263 0.68548
H 2.16157 -1.11218 0.62313
H 3.44235 -3.89338 0.83125
H 2.31733 -3.12315 1.94753
H 5.88694 -2.53612 2.68188
H 4.56768 -3.58844 3.17351
H 4.73523 -1.88261 3.77836
H 4.05746 -1.09168 -0.72492
H 3.66498 -2.56454 -1.25136
C 1.17363 -1.60567 4.19328
C -0.05608 -2.45146 3.78990
C 0.03915 -3.82722 4.41117
O 1.15915 -4.58296 3.97455
C 1.30464 -5.78043 4.78609
N -1.24420 -1.71081 4.07694
H 1.06088 -0.56984 3.80137
H 2.00713 -1.93758 3.65003
H 1.38059 -1.63333 5.23923
H -0.00993 -2.62061 2.68044
H -0.87327 -4.45720 4.18927
H 0.02292 -3.81254 5.52671
H 2.22928 -6.24311 4.52564
H 0.52892 -6.57002 4.59691
H 1.40463 -5.53293 5.86230
H -2.06039 -2.25335 3.79406
H -1.24085 -1.34102 5.00758
C -4.30556 6.12405 -1.03356
C -2.77303 5.98178 -0.76059
C -2.01944 6.58326 -1.92982
O -0.63742 6.55539 -1.64316
C 0.22521 6.74149 -2.78185
N -2.48829 6.44289 0.63793
H -4.79163 5.64496 -0.14338
H -4.55294 5.54054 -1.91361
H -4.55897 7.10085 -1.28581
H -2.58404 4.90642 -0.74080
H -2.36701 7.56802 -2.05669
H -2.28391 5.88881 -2.83565
H 0.10332 7.72702 -3.16969
H -0.04738 6.06973 -3.56641
H 1.21161 6.57069 -2.40543
H -1.48788 6.49276 0.87986
H -2.76502 7.41324 0.72542
C -0.80039 -3.93431 -4.42921
C -2.08161 -3.23165 -3.95979
C -1.87547 -2.84413 -2.52279
O -3.01658 -2.16501 -2.04727
C -2.98273 -2.02253 -0.66484
N -2.34171 -1.96217 -4.61301
H -0.50593 -4.75036 -3.66509
H -0.03702 -3.15834 -4.40639
H -0.95347 -4.45685 -5.43143
H -2.90916 -3.89362 -3.96127
H -1.04864 -2.15056 -2.57103
H -1.71425 -3.71539 -1.82552
H -3.91044 -1.44714 -0.48847
H -2.15062 -1.43514 -0.34764
H -2.95487 -2.97620 -0.20039
H -2.35766 -1.96083 -5.61323
H -3.10899 -1.51980 -4.13626
C 0.55912 -8.73573 1.39880
C 0.94233 -7.66852 0.44292
C 0.22290 -6.32669 0.61083
O -1.18130 -6.61328 0.69461
C -1.95622 -5.63378 1.37123
N 2.39291 -7.29824 0.55247
H -0.56155 -8.94241 1.30137
H 0.60233 -8.56461 2.46988
H 1.02969 -9.72633 1.21802
H 0.73155 -8.11676 -0.54560
H 0.36931 -5.64637 -0.17004
H 0.57377 -5.83187 1.53521
H -1.81302 -4.63903 0.95869
H -1.66624 -5.49009 2.39138
H -2.95168 -5.99435 1.26497
H 3.09486 -8.07117 0.40362
H 2.42597 -7.10243 1.50762
C 1.55921 1.43826 1.88536
C 0.21420 1.32249 1.14083
C 0.48257 1.48745 -0.35702
O 1.15215 2.75958 -0.69622
C 0.21737 3.80712 -0.53820
N -0.50839 0.08240 1.26946
H 2.17255 0.52349 1.77103
H 1.47577 1.73720 2.95101
H 2.10430 2.26751 1.37047
H -0.49735 2.10740 1.39959
H -0.53103 1.40669 -0.94250
H 1.21384 0.74484 -0.73459
H -0.16755 3.88474 0.48256
H -0.69232 3.60540 -1.19487
H 0.62042 4.72324 -0.83402
H -0.70894 -0.18528 2.23045
H -0.10080 -0.69806 0.76427
C 4.90460 4.78609 1.41485
C 3.97319 5.17495 2.56123
C 2.45894 5.06236 2.08169
O 1.69430 5.76030 2.98862
C 0.31041 5.80794 2.72955
N 4.23585 4.40440 3.77767
H 5.96420 4.76333 1.63380
H 4.78359 5.30826 0.47366
H 4.54998 3.67930 1.21505
H 3.98172 6.19361 2.82300
H 2.01401 4.07707 2.05329
H 2.35554 5.47659 1.10516
H -0.13055 4.76443 2.69471
H 0.09601 6.43909 1.88830
H -0.10447 6.27730 3.64873
H 3.62014 4.62455 4.56590
H 4.10351 3.45508 3.56287
```

As for the SMILES: COC[C@H](C)N.COC[C@H](C)N.COC[C@H](C)N.COC[C@H](C)N.COC[C@H](C)N.COC[C@H](C)N.COC[C@H](C)N.COC[C@H](C)N.COC[C@H](C)N. The energy above the lowest of the compared OMol25 structures with the same formula, charge and spin is 92.7 kcal per mole. As for the spin multiplicity: 1. The calculation puts the total energy at -70768.2910 eV. The frontier orbital gap comes out at 8.8 eV.

Results of the Löwdin charge analysis, in e, for atoms 1 through 2:
1 C -0.05
2 C -0.42

---

This record from the OMol25 dataset describes 9 unconnected molecules or ions with the total composition C36H99N9O9 at a distorted geometry. The level of theory is the ωB97M-V functional and the def2-TZVPD basis.

```
153
C36H99N9O9, DFT the ωB97M-V functional and the def2-TZVPD basis
C 1.76656 -2.05081 0.39832
C 0.24773 -2.05255 0.50496
C -0.48262 -0.95673 -0.28225
O -0.42333 0.33245 0.34445
C -0.93541 1.29886 -0.61514
N -0.07261 -3.36229 -0.18458
H 2.16207 -2.36224 -0.56847
H 2.31156 -2.59121 1.17230
H 2.12889 -1.02698 0.49111
H -0.02489 -1.81467 1.53316
H -1.50326 -1.19530 -0.58137
H 0.11080 -0.97055 -1.19646
H -1.19056 2.04913 0.13326
H -1.89617 1.10212 -1.09087
H -0.09784 1.53996 -1.26969
H -1.04125 -3.22634 -0.43626
H 0.37327 -3.32129 -1.08990
C 2.85519 2.94996 0.71438
C 4.27226 3.28687 1.09187
C 5.00480 4.29996 0.08676
O 5.61100 3.65271 -1.07297
C 6.37079 4.65650 -1.77451
N 4.25084 3.67156 2.44213
H 2.79207 1.86679 0.81860
H 2.63568 3.19398 -0.32502
H 2.10419 3.43607 1.33713
H 4.97528 2.46484 0.95724
H 5.77922 4.87089 0.59901
H 4.29015 5.03898 -0.27552
H 7.18484 5.01824 -1.14638
H 5.61607 5.40223 -2.02427
H 6.82738 4.19390 -2.64951
H 4.18356 2.76876 2.88993
H 5.07469 4.18999 2.71158
C 0.35926 5.67249 -7.04993
C 1.73724 5.51768 -6.26553
C 1.64369 4.19677 -5.39895
O 2.47288 4.36343 -4.34768
C 2.52939 3.16087 -3.64122
N 2.66948 5.38697 -7.39170
H 0.55113 6.24569 -7.95697
H -0.42298 6.14661 -6.45712
H -0.10528 4.74296 -7.37900
H 1.88657 6.38090 -5.61695
H 1.92551 3.38002 -6.06348
H 0.64322 3.92114 -5.06548
H 3.33222 3.38064 -2.93744
H 2.73663 2.31343 -4.29466
H 1.70958 2.95267 -2.95373
H 2.51972 4.59692 -8.00285
H 3.61227 5.28004 -7.04555
C 0.83574 -5.54287 -4.11376
C -0.63565 -5.70914 -4.22219
C -1.03632 -6.80036 -5.37352
O -2.42102 -6.99638 -5.21221
C -3.08900 -6.25219 -6.19067
N -0.99476 -6.22811 -2.89714
H 1.44806 -5.47811 -5.01318
H 1.31448 -6.43433 -3.70854
H 1.11410 -4.70093 -3.47992
H -1.22212 -4.79575 -4.32158
H -0.51988 -7.71716 -5.08915
H -0.69145 -6.60641 -6.38916
H -4.14635 -6.51497 -6.15815
H -2.77911 -6.46223 -7.21436
H -2.98551 -5.18624 -5.98786
H -0.60195 -7.15346 -2.79945
H -1.99126 -6.39054 -2.92368
C -5.20835 -0.83237 -1.42575
C -6.14524 0.34243 -2.01591
C -7.42145 0.68960 -1.29140
O -8.24124 -0.51085 -1.00354
C -9.29835 -0.23296 -0.03633
N -5.25798 1.55033 -2.01125
H -4.61695 -0.51280 -0.56772
H -4.46773 -1.26038 -2.10131
H -5.79215 -1.65954 -1.02194
H -6.40556 0.15055 -3.05683
H -8.02354 1.38506 -1.87614
H -7.14705 1.14059 -0.33777
H -8.93353 0.16433 0.91086
H -9.77724 -1.19819 0.12828
H -10.10471 0.36103 -0.46653
H -5.08385 1.83019 -1.05655
H -4.35394 1.32851 -2.40317
C 3.38633 -5.44615 7.03113
C 3.50297 -3.93428 6.53708
C 2.26671 -3.22706 5.94689
O 1.76870 -3.92181 4.82149
C 0.90929 -3.16528 4.01456
N 3.77506 -3.07838 7.75397
H 4.25510 -5.99344 7.39693
H 3.00978 -6.11163 6.25429
H 2.59042 -5.52602 7.77157
H 4.12489 -3.92910 5.64194
H 2.47719 -2.15804 5.91534
H 1.42337 -3.15932 6.63412
H 1.21331 -2.13252 3.84398
H -0.03326 -3.16968 4.56198
H 0.84210 -3.64978 3.04047
H 4.55515 -3.31465 8.35039
H 3.96421 -2.11444 7.51914
C -1.08126 5.43699 0.36206
C -1.36923 6.93450 0.76948
C -0.43701 8.03756 0.15367
O -0.49980 7.94158 -1.33303
C 0.67029 8.32988 -1.96957
N -2.72804 7.32883 0.43521
H -1.25093 5.16722 -0.68032
H -1.62311 4.70003 0.95484
H -0.05529 5.27916 0.69456
H -1.33307 6.86020 1.85634
H 0.53375 7.69731 0.51411
H -0.55216 9.02588 0.59872
H 1.52847 7.69379 -1.75275
H 0.88064 9.33322 -1.59920
H 0.66212 8.36309 -3.05903
H -2.78866 6.90624 -0.48013
H -3.17123 6.64689 1.03406
C 0.28847 1.27222 3.52476
C -0.95821 1.31072 4.39479
C -1.75382 2.65443 4.47879
O -0.84271 3.69444 4.54169
C -1.42237 4.97211 4.67351
N -1.83914 0.20608 3.92026
H 0.94653 2.04532 3.92146
H 0.00874 1.42788 2.48283
H 0.93024 0.39775 3.63214
H -0.61211 1.00672 5.38266
H -2.56461 2.58358 5.20385
H -2.19880 2.52340 3.49242
H -0.76973 5.74898 5.07180
H -2.36373 4.99432 5.22254
H -1.57945 5.39285 3.68033
H -1.25064 -0.33969 3.30713
H -2.39101 0.72975 3.25595
C 1.41921 -7.04596 -0.25261
C 0.13946 -7.21795 0.64405
C 0.31001 -6.88329 2.17158
O 1.12025 -7.80686 2.85090
C 1.11154 -7.67704 4.22388
N -0.85270 -6.30126 0.11194
H 1.39219 -7.79614 -1.04292
H 2.24146 -7.53417 0.27051
H 1.58715 -6.01370 -0.55973
H -0.19060 -8.25667 0.65948
H -0.65406 -6.92853 2.67816
H 0.74163 -5.89763 2.34564
H 0.09627 -7.68218 4.62048
H 1.71325 -6.79896 4.45848
H 1.75723 -8.49547 4.54223
H -0.91104 -6.27080 -0.89592
H -0.44631 -5.42444 0.40540
```

As for the SMILES: COC[C@H](C)N.COC[C@H](C)N.COC[C@H](C)N.COC[C@H](C)N.COC[C@H](C)N.COC[C@H](C)N.COC[C@H](C)N.COC[C@H](C)N.COC[C@H](C)N. The energy above the lowest of the compared OMol25 structures with the same formula, charge and spin is 180.7 kcal per mole. As for the spin multiplicity: 1. The calculation puts the total energy at -70764.4758 eV. The frontier orbital gap comes out at 8.4 eV.

Results of the Löwdin charge analysis, in e, for atoms 1 through 2:
1 C -0.06
2 C -0.38